1.
The following is a quantum chemistry calculation of a single C5H10S molecule, from the Open Molecules 2025 dataset.

**Net charge**: 0
**HOMO-LUMO gap**: 0.3505 hartree
**Lowest unoccupied orbital energy**: 0.990 eV
**2S+1**: 1

Last column: Löwdin charge in e.
Atoms and positions in Å:
C (2.152, -0.463, 0.409)  -0.42
S (1.339, 0.068, -1.127)  0.84
C (-0.353, 0.198, -0.439)  -0.67
C (-0.524, 1.694, 0.046)  -0.12
C (-1.517, -0.689, -0.992)  -0.15
C (-1.013, -0.996, 0.439)  -0.11
H (1.818, 0.083, 1.276)  0.03
H (3.259, -0.261, 0.152)  0.06
H (2.111, -1.442, 0.764)  0.00
H (-0.589, 2.478, -0.619)  0.03
H (-1.338, 1.944, 0.719)  0.07
H (0.386, 2.052, 0.595)  0.07
H (-2.505, -0.335, -1.349)  0.10
H (-1.072, -1.575, -1.682)  0.13
H (-0.498, -1.899, 0.548)  0.06
H (-1.657, -0.857, 1.259)  0.07

2.
The following is a quantum chemistry calculation of a molecular structure, C5H10S, from the Open Molecules 2025 dataset.

**Net charge**: 0
**HOMO-LUMO gap**: 0.3395 hartree
**Lowest unoccupied orbital energy**: 0.901 eV
**2S+1**: 1

Last column: Löwdin charge in e.
Atoms and positions in Å:
C (-1.420, 1.026, 0.403)  -0.05
C (-0.947, -0.042, -0.148)  -0.35
C (-1.457, -1.228, -0.763)  -0.09
C (1.697, -0.259, 0.956)  -0.16
C (0.967, -0.025, -0.314)  -0.67
S (1.195, 1.536, -1.170)  0.75
H (-0.763, 1.834, 0.815)  0.06
H (-2.480, 1.314, 0.275)  0.07
H (-2.516, -1.224, -1.176)  0.12
H (-0.672, -1.462, -1.481)  0.06
H (-1.358, -1.880, 0.079)  0.08
H (1.338, 0.550, 1.722)  0.11
H (1.361, -1.338, 1.274)  0.11
H (2.786, -0.185, 0.720)  0.08
H (0.959, -0.762, -1.149)  0.06
H (1.310, 2.147, -0.044)  -0.18

3.
The following is a quantum chemistry calculation of a single C5H10S2 molecule, from the Open Molecules 2025 dataset.

**Net charge**: 0
**HOMO-LUMO gap**: 0.3344 hartree
**Lowest unoccupied orbital energy**: 0.794 eV
**2S+1**: 1

Last column: Löwdin charge in e.
Atoms and positions in Å:
C (-1.018, 0.548, -1.920)  -0.48
S (0.330, -0.605, -1.722)  0.85
C (0.458, -0.788, -0.001)  -1.09
S (-1.012, -1.211, 0.862)  0.84
C (-1.263, 0.511, 1.222)  -0.48
C (1.803, -1.273, 0.338)  -0.25
C (1.559, 0.052, 0.720)  -0.19
H (-1.154, 0.593, -2.994)  0.00
H (-2.027, 0.028, -1.563)  0.06
H (-0.984, 1.734, -1.608)  0.11
H (-1.852, 0.732, 2.262)  0.08
H (-0.210, 1.087, 1.386)  0.07
H (-2.092, 0.985, 0.573)  0.04
H (2.433, -1.608, -0.575)  0.14
H (1.763, -1.877, 1.115)  0.06
H (1.894, 0.812, 0.067)  0.09
H (1.373, 0.279, 1.839)  0.14

4.
The following is a quantum chemistry calculation of a molecular structure, C5H10Se, from the Open Molecules 2025 dataset.

**Net charge**: 0
**HOMO-LUMO gap**: 0.3355 hartree
**Lowest unoccupied orbital energy**: 0.945 eV
**2S+1**: 1

Last column: Löwdin charge in e.
Atoms and positions in Å:
C (-2.073, 0.394, 1.315)  0.00
C (-1.453, -0.163, 0.306)  -0.32
C (-1.750, -1.377, -0.475)  -0.11
C (3.125, 0.494, -0.279)  -0.43
C (0.189, 0.663, -0.301)  -0.42
Se (1.573, -0.487, 0.392)  0.85
H (-1.728, 1.287, 1.801)  0.05
H (-2.984, -0.042, 1.700)  0.06
H (-2.144, -1.111, -1.457)  0.08
H (-2.487, -1.992, 0.045)  0.08
H (-0.840, -1.959, -0.620)  0.06
H (3.096, 0.518, -1.368)  0.02
H (3.121, 1.502, 0.127)  0.01
H (4.009, -0.040, 0.058)  0.01
H (0.208, 1.653, 0.139)  0.03
H (0.139, 0.661, -1.383)  0.03

5.
The following is a quantum chemistry calculation of a single C5H10Si molecule, from the Open Molecules 2025 dataset.

**Net charge**: 0
**HOMO-LUMO gap**: 0.3822 hartree
**Lowest unoccupied orbital energy**: 1.037 eV
**2S+1**: 1

Last column: Löwdin charge in e.
Atoms and positions in Å:
C (1.445, -0.198, 1.721)  -0.06
C (0.466, 0.138, 0.602)  -0.42
C (0.004, 1.313, 0.348)  -0.21
Si (-1.228, 1.135, -1.094)  0.71
C (-1.026, -0.861, -1.431)  -0.22
C (0.139, -1.084, -0.303)  -0.19
H (0.890, -0.578, 2.548)  0.06
H (1.733, 0.889, 1.995)  0.10
H (2.339, -0.740, 1.373)  0.08
H (0.141, 2.220, 0.780)  0.02
H (-2.367, 1.650, -0.243)  -0.04
H (-0.653, 1.747, -2.355)  -0.06
H (-0.766, -1.165, -2.396)  0.02
H (-1.990, -1.187, -1.074)  0.03
H (-0.134, -1.886, 0.323)  0.08
H (1.009, -1.395, -0.794)  0.08

6.
The following is a quantum chemistry calculation of 2 unconnected molecules or ions with the total composition C5H10Si, from the Open Molecules 2025 dataset.

**Net charge**: 0
**HOMO-LUMO gap**: 0.4059 hartree
**Lowest unoccupied orbital energy**: 1.037 eV
**2S+1**: 1

Last column: Löwdin charge in e.
Atoms and positions in Å:
C (1.408, -1.555, 0.831)  -0.11
C (0.658, -1.228, -0.461)  -0.26
C (0.336, -0.088, -0.962)  -0.35
Si (0.808, 1.632, -0.431)  0.62
H (2.440, -1.873, 0.737)  0.07
H (1.612, -0.631, 1.455)  0.05
H (0.882, -2.209, 1.394)  0.02
H (0.416, -2.167, -1.023)  0.11
H (-0.158, -0.302, -1.911)  0.06
H (1.599, 2.227, -1.509)  -0.10
H (1.749, 1.462, 0.869)  -0.05
H (-0.135, 2.707, 0.119)  -0.08
C (-2.873, 0.451, 0.884)  0.00
C (-3.118, 0.653, -0.297)  0.00
H (-2.194, 0.260, 1.620)  -0.01
H (-3.430, 0.660, -1.316)  0.02

7.
The following is a quantum chemistry calculation of a single C5H11B molecule, from the Open Molecules 2025 dataset.

**Net charge**: 0
**HOMO-LUMO gap**: 0.3726 hartree
**Lowest unoccupied orbital energy**: 0.667 eV
**2S+1**: 1

Last column: Löwdin charge in e.
Atoms and positions in Å:
C (-1.992, 0.992, 0.183)  0.01
C (-0.783, 0.698, 0.566)  -0.21
C (-0.048, -0.518, 0.307)  -0.36
C (-0.944, -1.548, -0.341)  -0.13
B (1.168, -0.147, -0.619)  -0.08
C (2.217, 0.927, -0.006)  -0.06
H (-2.398, 1.948, 0.491)  0.06
H (-2.675, 0.181, -0.162)  0.07
H (-0.243, 1.548, 1.040)  0.11
H (0.438, -1.026, 1.142)  0.15
H (-0.457, -2.461, -0.565)  0.06
H (-1.428, -1.325, -1.271)  0.08
H (-1.701, -2.030, 0.320)  0.10
H (1.581, -0.714, -1.641)  0.09
H (2.566, 0.530, 0.986)  0.09
H (1.673, 1.837, 0.149)  0.04
H (3.027, 1.108, -0.578)  0.00

8.
The following is a quantum chemistry calculation of a single C5H11BO molecule, from the Open Molecules 2025 dataset.

**Net charge**: 0
**HOMO-LUMO gap**: 0.3481 hartree
**Lowest unoccupied orbital energy**: 0.691 eV
**2S+1**: 1

Last column: Löwdin charge in e.
Atoms and positions in Å:
C (-2.898, -0.195, -0.023)  -0.05
O (-1.839, 0.736, -0.055)  0.05
B (-0.629, 0.313, 0.042)  -0.40
C (0.069, -1.088, 0.081)  -0.10
C (1.583, -0.871, -0.299)  -0.20
C (1.975, 0.550, 0.231)  -0.31
C (0.884, 1.501, -0.100)  -0.11
H (-2.710, -1.042, -0.692)  0.10
H (-3.766, 0.344, -0.378)  0.09
H (-3.118, -0.327, 1.057)  0.11
H (0.016, -1.363, 1.278)  0.17
H (-0.613, -1.892, -0.330)  0.09
H (2.300, -1.579, -0.004)  0.07
H (1.775, -0.707, -1.393)  0.12
H (3.034, 0.741, -0.184)  0.13
H (2.113, 0.648, 1.283)  0.09
H (0.813, 1.947, -1.152)  0.10
H (1.011, 2.285, 0.639)  0.06

9.
The following is a quantum chemistry calculation of a molecular structure, C5H11BiFO3, from the Open Molecules 2025 dataset.

**Net charge**: +1
**HOMO-LUMO gap**: 0.2899 hartree
**Lowest unoccupied orbital energy**: -6.125 eV
**2S+1**: 1

Last column: Löwdin charge in e.
Atoms and positions in Å:
F (-1.137, -4.857, -2.460)  -0.27
C (-0.746, -3.400, -1.809)  0.04
H (0.007, -3.147, -2.567)  0.08
H (-0.445, -3.803, -0.833)  0.09
H (-1.729, -2.939, -1.962)  0.07
C (-0.528, 2.847, 0.642)  -0.30
O (-1.597, 2.077, 0.193)  -0.45
C (0.794, 2.375, 0.035)  -0.15
O (0.830, 0.957, 0.214)  -0.34
C (1.704, 0.193, -0.614)  -0.16
C (1.196, -1.241, -0.560)  -0.29
O (-0.188, -1.305, -0.814)  -0.54
Bi (-1.118, 0.264, -0.118)  2.03
H (-0.435, 2.807, 1.747)  0.14
H (-0.645, 3.916, 0.376)  0.15
H (1.667, 2.841, 0.517)  0.16
H (0.818, 2.593, -1.046)  0.15
H (2.742, 0.273, -0.256)  0.16
H (1.652, 0.582, -1.645)  0.15
H (1.432, -1.677, 0.430)  0.14
H (1.784, -1.822, -1.297)  0.14

10.
The following is a quantum chemistry calculation of a molecular structure, C5H11Br3NO2V, from the Open Molecules 2025 dataset.

**Net charge**: +1
**⟨S²⟩**: 0.79
**HOMO-LUMO gap (alpha / beta)**: 0.1545 / 0.1743 hartree
**Lowest unoccupied orbital energy (alpha / beta)**: -7.881 / -7.342 eV
**2S+1**: 2

Last column: Löwdin charge in e.
Atoms and positions in Å:
O (3.783, -0.214, -2.564)  -0.22
V (2.793, 0.844, -1.989)  1.07
Br (1.098, 2.590, -1.025)  0.06
C (2.527, -1.478, 0.664)  -0.25
O (2.751, -0.484, -0.058)  -0.14
N (1.481, -1.557, 1.466)  -0.15
C (1.183, -2.756, 2.245)  -0.02
C (0.413, -0.559, 1.539)  0.00
H (3.205, -2.336, 0.601)  0.16
H (0.458, -3.317, 1.651)  0.11
H (0.772, -2.537, 3.226)  0.10
H (2.069, -3.376, 2.373)  0.10
H (0.152, -0.359, 2.577)  0.11
H (0.674, 0.326, 0.970)  0.04
H (-0.521, -0.967, 1.139)  0.11
Br (-4.731, 1.715, -0.337)  0.59
C (-2.845, 1.645, -0.935)  -0.70
C (-2.543, 2.503, -2.137)  -0.70
Br (-3.541, 1.934, -3.745)  0.60
H (-2.764, 0.605, -1.246)  0.03
H (-2.209, 1.827, -0.074)  0.04
H (-1.489, 2.389, -2.384)  -0.01
H (-2.717, 3.561, -1.959)  0.06